Record 1
This record from the Open Molecules 2025 dataset describes C28H39ClN2Tc as an isolated structure at a distorted geometry. The level of theory is ωB97M-V/def2-TZVPD.

electronic energy: -1740.61468 hartree
net charge: -2
frontier orbital gap (alpha / beta): 1.523 / 2.140 eV
multiplicity: 4
highest occupied orbital energy (alpha / beta): 2.182 / 1.529 eV
E_LUMO (alpha / beta): 0.1361 / 0.1348 Eh

Each line ends with the Löwdin charge.
Element x y z (Å)
Tc (0.000, 0.000, 0.000)  0.663
Cl (-2.251, -0.078, 0.444)  -0.284
C (0.107, -1.429, -1.360)  -0.432
C (-0.547, -2.634, -1.078)  -0.189
C (-0.483, -3.689, -1.990)  -0.107
C (0.212, -3.572, -3.200)  -0.344
C (0.846, -2.356, -3.471)  -0.106
C (0.802, -1.294, -2.564)  -0.157
H (-1.111, -2.747, -0.159)  0.040
H (-0.994, -4.620, -1.752)  0.082
H (1.398, -2.235, -4.402)  0.081
H (1.330, -0.377, -2.800)  0.060
C (0.248, -4.712, -4.190)  -0.109
H (1.089, -4.608, -4.882)  0.055
H (-0.672, -4.742, -4.788)  0.057
H (0.338, -5.678, -3.682)  0.056
C (-8.037, -2.773, 2.424)  -0.072
N (-6.945, -1.964, 2.130)  -0.061
H (-8.059, -4.688, 3.529)  0.093
N (-6.173, -3.628, 3.218)  -0.068
H (-9.050, -2.549, 2.132)  0.095
C (-6.977, -0.673, 1.381)  -0.564
C (-8.411, -0.350, 0.952)  -0.071
C (-6.439, 0.425, 2.309)  -0.042
H (-9.074, -0.237, 1.816)  0.075
H (-8.408, 0.597, 0.404)  0.084
H (-8.817, -1.121, 0.289)  0.078
H (-6.036, 0.126, -0.404)  0.087
H (-6.457, -1.600, -0.518)  0.083
H (-5.433, 0.159, 2.643)  0.078
C (-6.074, -0.820, 0.148)  -0.049
H (-7.082, 0.533, 3.189)  0.078
H (-6.406, 1.383, 1.779)  0.085
H (-5.066, -1.097, 0.466)  0.034
C (-7.545, -3.834, 3.117)  -0.076
C (-4.502, -3.722, 5.005)  -0.046
H (-5.232, -3.401, 5.756)  0.081
H (-3.740, -4.337, 5.496)  0.081
C (-5.192, -4.527, 3.894)  -0.567
H (-3.399, -5.605, 3.315)  0.083
C (-5.911, -5.741, 4.487)  -0.069
H (-6.410, -6.332, 3.712)  0.079
H (-4.033, -2.834, 4.574)  0.080
H (-3.692, -4.100, 2.398)  0.084
H (-6.650, -5.443, 5.239)  0.078
H (-5.173, -6.382, 4.977)  0.082
C (-4.164, -4.977, 2.845)  -0.039
H (-4.653, -5.554, 2.053)  0.085
C (-5.768, -2.470, 2.612)  0.027
C (0.839, 2.864, -0.617)  -0.158
C (1.951, 2.250, 0.260)  -0.681
C (2.474, 3.354, 1.208)  -0.117
C (1.328, 1.118, 1.103)  -0.356
C (3.148, 1.713, -0.548)  -0.172
C (4.213, 1.090, 0.138)  -0.054
C (5.342, 0.631, -0.545)  -0.114
C (5.433, 0.785, -1.927)  -0.144
C (4.390, 1.388, -2.630)  -0.121
C (3.255, 1.848, -1.954)  -0.051
H (0.000, 3.233, 0.012)  0.073
H (0.432, 2.106, -1.320)  0.036
H (1.225, 3.726, -1.203)  0.053
H (1.644, 3.781, 1.812)  0.067
H (3.235, 2.965, 1.916)  0.058
H (2.932, 4.181, 0.622)  0.062
H (0.706, 1.549, 1.917)  -0.057
H (4.178, 0.964, 1.213)  0.087
H (6.152, 0.165, 0.001)  0.080
H (6.313, 0.437, -2.453)  0.074
H (4.467, 1.509, -3.703)  0.079
H (2.483, 2.320, -2.544)  0.088

***

Record 2
This record from the Open Molecules 2025 dataset describes C10H9BiEuF3I2O6S as an isolated structure at a distorted geometry. The level of theory is ωB97M-V/def2-TZVPD.

electronic energy: -3054.21321 hartree
net charge: +4
frontier orbital gap (alpha / beta): 6.598 / 5.301 eV
multiplicity: 7
highest occupied orbital energy (alpha / beta): -23.206 / -22.979 eV
E_LUMO (alpha / beta): -0.6104 / -0.6497 Eh

Each line ends with the Löwdin charge.
Element x y z (Å)
I (0.735, 3.750, 2.234)  0.562
I (-1.286, 3.685, -0.560)  0.568
Bi (-0.835, 0.972, -1.482)  1.307
Eu (0.735, 0.557, 2.348)  1.804
S (1.506, 1.068, -0.373)  0.335
C (1.948, -1.799, 1.379)  -0.066
C (-0.577, -2.273, 1.970)  0.027
C (3.116, 1.299, -1.220)  -0.884
C (2.931, 2.446, -2.201)  -0.080
C (3.412, -0.049, -1.866)  -0.077
C (4.176, 1.648, -0.182)  -0.069
C (-2.694, -1.197, -1.538)  -0.057
C (0.004, -1.335, -2.956)  -0.052
O (-1.217, -2.958, 1.300)  0.162
O (2.293, -2.649, 0.680)  0.159
O (-3.407, -2.085, -1.528)  0.195
O (0.298, -2.335, -3.418)  0.182
H (3.848, 2.646, -2.780)  0.136
H (2.673, 3.359, -1.640)  0.096
H (2.123, 2.243, -2.911)  0.084
H (4.366, 0.028, -2.399)  0.134
H (2.619, -0.344, -2.561)  0.068
H (3.483, -0.819, -1.089)  0.078
H (5.138, 1.722, -0.707)  0.137
H (4.264, 0.873, 0.586)  0.088
H (3.968, 2.596, 0.325)  0.091
F (-4.320, 0.544, 2.412)  0.223
C (-3.555, 0.026, 1.440)  -0.476
F (-3.897, -1.300, 1.303)  0.171
F (-3.902, 0.659, 0.287)  0.128
C (-2.043, 0.219, 1.735)  -0.518
O (-1.653, 0.513, 2.882)  -0.016
O (-1.202, 0.089, 0.757)  -0.440